Below is a molecular structure, C72H60MoN7O4S3 at a distorted geometry, with properties calculated with ωB97M-V with the def2-TZVPD basis set.

Element x y z (Å)
C (3.8784, -0.1656, -6.8762)
C (1.6065, 0.3695, -7.4435)
C (-9.3408, -4.2037, 2.0039)
C (0.1510, -0.0840, 4.8456)
C (-2.0312, 2.1017, -3.2306)
H (2.4111, -6.4670, 2.3196)
C (2.7486, 0.2029, 2.5722)
C (3.8017, 2.5430, -0.9606)
N (0.4430, 3.0526, 7.5490)
C (1.1480, 3.5654, -4.5209)
C (-0.6567, 5.1297, -4.8769)
H (5.4074, 6.7949, 0.4884)
C (4.3740, 0.2910, -3.2336)
H (-2.5330, 0.7751, 3.1466)
C (0.8200, 4.5035, 9.5561)
Mo (-0.7256, -1.4205, 0.3968)
C (-1.7304, 0.8950, 3.8629)
C (-1.5906, 2.0140, 4.6292)
C (-5.3829, -2.8378, 1.4711)
H (2.1932, 3.2996, -4.6144)
C (5.2144, 4.8918, -0.4859)
H (-0.2938, 2.2114, -0.3129)
C (0.5232, 1.2250, 1.3740)
H (-1.1484, -5.1063, 0.3427)
C (1.3801, 2.0834, 2.0351)
C (-0.2075, 0.5757, -2.7618)
C (-1.4542, 5.9427, 8.5498)
H (-7.1410, -5.2695, 3.0602)
H (1.1805, 3.1472, 2.0339)
H (-2.5162, -1.7823, 5.4537)
C (0.2880, -1.9715, -3.5839)
H (-0.5379, -2.2002, 3.6577)
C (0.7021, 4.7654, -4.9970)
C (3.6174, 0.1480, -5.5208)
C (3.0905, 0.7553, -2.8666)
H (-2.2895, 2.8256, 4.4840)
H (6.0953, 6.7437, -1.1266)
H (-4.6423, -2.0891, 3.9010)
C (2.5108, 1.5656, 2.6470)
H (-2.0584, -2.4443, -2.5642)
H (-2.3038, 0.1376, -2.4473)
H (2.2896, -4.1720, -5.1644)
C (1.3714, -2.8100, -3.8034)
H (0.8303, 0.4457, -8.1936)
H (5.6101, -0.3396, -4.8396)
H (3.1109, -0.2793, -8.8557)
H (1.6796, 3.9605, 9.9227)
C (-7.7436, -2.6186, 1.0322)
C (-6.9384, -4.4000, 2.4502)
O (3.5237, -0.0345, -0.4070)
H (-0.0106, -7.2067, 1.6513)
C (5.9608, 6.1667, -0.2112)
H (-0.1319, -6.2148, -0.5835)
H (-8.5692, -2.1051, 0.5592)
N (-1.8433, -1.5527, 2.1307)
N (0.7274, -0.1006, 1.3245)
H (2.0057, -1.6527, 1.7896)
C (-3.4221, -2.7854, -0.0491)
C (-3.1750, -1.9139, 2.1928)
C (0.3772, -6.1947, 1.5462)
H (0.3273, 1.0001, -5.8784)
C (0.3099, 5.5892, 10.2097)
H (1.1730, 1.0436, 6.3311)
C (-3.6193, -1.9389, 3.5970)
C (0.5320, -4.1926, -7.2352)
C (-0.6519, -2.5987, -5.6864)
C (-3.9834, -3.7995, -0.9328)
H (5.1301, 0.1690, -2.4692)
H (2.1680, -4.0620, 1.9013)
H (1.3949, 5.4434, -5.4771)
O (-1.5138, 0.6390, 0.2650)
C (2.3299, 0.5990, -5.1454)
H (-1.9747, 0.8949, -0.5564)
C (-5.6417, -3.9508, 2.2688)
H (3.6337, -0.2424, 3.0031)
H (-1.5675, -1.1906, -4.3598)
H (3.5105, 5.8850, -1.3370)
N (-10.4162, -4.5800, 2.1428)
C (-1.8766, -3.1831, -1.7426)
H (1.1397, -3.6332, -7.9499)
H (-4.8219, -4.4838, 2.7363)
H (1.0074, -5.1617, -7.0915)
C (0.2522, 2.6586, -3.9013)
H (0.0651, -5.6235, 2.4241)
C (4.6293, 0.0043, -4.5359)
C (-0.4661, 3.1052, 6.5939)
C (-7.9915, -3.7331, 1.8286)
C (-0.1564, -5.5458, 0.2781)
C (-1.3641, -1.4967, 3.5196)
H (-2.3045, 6.4968, 8.1776)
O (0.3925, -2.9444, 0.7012)
S (0.9605, -4.1903, -0.1651)
C (1.3279, 0.6833, -6.1445)
C (3.2320, 3.7661, -1.2992)
C (-0.5738, 2.0751, 5.6059)
H (-1.2152, 2.4816, 1.1827)
C (0.6964, 1.3857, -3.4170)
C (-1.5908, 0.9060, -2.7444)
S (2.8203, 1.0654, -1.1383)
C (5.0601, 2.4747, -0.3919)
H (2.2539, 3.8073, -1.7691)
C (1.8477, -0.5903, 1.8966)
C (3.9426, 4.9293, -1.0650)
C (2.8998, -0.0512, -7.8198)
H (2.1614, -2.8832, -3.0666)
H (-6.2504, -1.3207, 0.2217)
C (2.2337, -4.7223, 1.0371)
H (5.4797, 1.5112, -0.1304)
C (-0.8134, 6.2999, 9.7086)
C (0.1770, 4.1068, 8.3669)
C (-1.5423, 4.2814, -4.2783)
H (-3.1230, -4.8535, -2.6240)
H (3.2056, 2.2212, 3.1553)
C (-0.7300, -1.8590, -4.5154)
H (6.9430, 5.9701, 0.2132)
H (-2.5872, 4.5502, -4.1860)
H (-1.4460, -2.5128, -6.4181)
H (-1.1741, 7.1541, 10.2655)
C (5.7621, 3.6531, -0.1679)
C (-0.6510, 1.7435, 0.6108)
H (6.7585, 3.6062, 0.2540)
C (-2.5602, -1.7972, 4.3743)
H (0.7992, -0.9479, 4.8889)
C (0.4293, -3.4366, -5.9422)
H (-3.0885, 2.3379, -3.2445)
C (1.8958, -6.1644, 1.4096)
C (-3.9796, -2.4066, 1.1907)
N (-1.3311, 4.1634, 6.7546)
C (-1.1101, 3.0292, -3.7801)
H (-2.0922, 4.4344, 6.1568)
H (-0.4474, -4.3480, -7.6843)
H (-4.9600, -4.2382, -0.8026)
C (-0.9394, 4.8230, 7.8882)
N (-0.8839, -0.1555, 3.9738)
C (-6.4419, -2.1817, 0.8506)
C (2.0767, 0.9196, -3.7695)
C (0.3454, 1.0073, 5.6369)
S (0.3219, -0.9918, -2.0900)
H (3.2061, -4.5980, 0.5634)
H (-0.9921, 6.0816, -5.2653)
H (4.8720, -0.4980, -7.1496)
H (2.2113, -6.8447, 0.6158)
N (-2.2147, -2.4132, -0.4675)
H (0.7660, 5.9265, 11.1298)
C (1.4366, -3.5303, -4.9808)
C (-3.0541, -4.1097, -1.8431)
O (-0.6297, -3.6244, -1.7194)

Cartesian forces (eV/Å) of the 6 atoms listed first:
0.0 0.0 0.0
0.0 0.0 0.0
0.0 0.0 0.0
0.1 0.0 -0.1
0.0 0.1 0.0
0.0 0.0 0.0

Properties
Lowest unoccupied orbital energy (alpha / beta) ... -0.324 / -0.302 Eh
Expectation value of S² ... 2.056
Multiplicity ... 3
Energy above the lowest of the compared OMol25 structures with the same formula, charge and spin ... 6.13 kcal per mole
Molar mass ... 1279.458 g/mol
Net charge ... +3

Atomic partial charges in e from the Löwdin method, atoms 1 to 8: C -0.01; C -0.05; C -0.16; C -0.01; C 0.00; H 0.13; C -0.03; C -0.38